88
Properties=species:S:1:pos:R:3:forces:R:3:lowdin_charge:R:1 method="wB97M-V/def2-TZVPD" total_charge=+1 molar_mass_g_mol=1639.42 homo_ev=-11.439 energy_ha=-34021.47488 lumo_energy_ev=-3.30 max_force_ha_per_bohr=0.11581
C -3.4204 -1.3439 -4.0087 0.2 -0.6 0.0 -0.17
C -3.9455 -0.2944 -5.1235 -1.4 -0.9 1.2 -0.35
P -3.7080 1.5320 -4.5737 2.2 -0.2 -1.5 0.97
C -4.8689 2.5948 -5.6330 -1.0 -0.4 0.8 -0.26
N -4.1506 1.5515 -2.8623 -2.4 -0.5 0.0 -0.22
C -5.6176 1.3066 -2.5378 -0.9 -0.8 -0.4 -0.11
C -5.8604 -0.1935 -1.9699 0.1 0.5 3.6 -0.17
O -5.9167 -0.3750 -0.7318 0.1 0.4 -4.3 0.01
C -3.3611 1.7576 -1.8023 0.8 0.4 2.3 -0.22
N -3.8548 1.7938 -0.4359 5.6 1.0 -1.7 0.21
C -2.6503 2.0924 0.3134 -1.3 -0.6 -3.5 -0.06
C -2.8143 2.2638 1.8845 -0.5 0.8 0.0 -0.22
C -2.7085 0.9088 2.7306 0.2 0.9 -0.4 -0.01
F -1.9109 3.3061 2.3430 -1.1 -1.8 -0.7 -0.06
N -1.5160 2.1837 -0.5473 -2.8 -0.1 4.0 0.03
C -0.1564 2.4972 -0.0154 1.3 0.9 1.4 -0.08
C 0.3665 1.4534 1.1134 0.9 -0.3 -0.8 -0.15
C 0.3201 -0.0601 0.5894 -0.5 0.5 0.8 -0.18
C 0.4257 -1.1746 1.7316 0.3 -0.5 -0.3 -0.07
C 1.7277 -0.9896 2.6864 -2.2 0.8 -2.4 -0.30
F 1.3071 -0.0942 3.7133 1.8 -1.7 -1.7 0.04
F 2.7225 -0.4113 1.8234 -1.6 -1.2 2.7 -0.01
C 2.1080 -2.4551 3.1991 -2.0 -0.9 -1.6 -0.32
F 0.8761 -3.0587 3.6127 2.9 1.5 -0.8 0.05
F 2.5765 -3.2043 2.0898 -1.2 2.0 2.8 0.03
S 3.2796 -2.5410 4.6504 3.3 -2.4 2.1 0.98
F 2.1567 -1.9724 5.7305 1.8 -0.6 -2.1 -0.20
F 3.9400 -1.0433 4.3614 -1.6 -2.0 0.5 -0.21
F 4.4508 -3.1816 3.6157 -1.6 1.1 1.8 -0.19
F 2.7718 -4.1288 4.9338 0.7 2.7 -0.3 -0.17
F 4.3628 -2.7193 5.9070 -2.0 0.4 -2.1 -0.15
N -1.9420 1.9725 -1.8543 -1.9 -0.5 1.5 0.02
N -0.9845 2.0713 -2.8117 -0.1 0.0 -1.5 0.03
C -0.5849 0.8446 -3.4924 0.7 -2.8 -4.1 -0.34
C -0.2779 -0.5522 -2.7348 -0.7 0.2 -0.4 0.00
O -0.4960 0.7890 -4.7505 -0.2 1.2 4.8 0.04
C -0.9740 3.2947 -3.6083 -0.8 4.2 -2.9 -0.35
C 0.4177 3.7336 -4.3075 0.2 -1.0 1.6 0.01
O -1.9326 4.0880 -3.7732 2.8 -3.6 1.8 0.04
H -2.5640 -2.0112 -4.3969 -1.3 1.2 0.5 0.09
H -3.0519 -0.8429 -3.0527 -0.5 -0.6 -1.2 0.04
H -4.2524 -2.0754 -3.6944 1.2 1.2 -0.5 0.08
H -3.4060 -0.5227 -6.1007 -0.9 0.8 1.2 0.09
H -5.0827 -0.4839 -5.2114 1.8 0.2 -0.4 0.08
H -4.7257 3.6786 -5.3127 0.0 -1.4 -0.7 0.06
H -5.9690 2.3177 -5.4957 1.4 0.4 -0.3 0.04
H -4.5791 2.3884 -6.7208 -0.2 0.4 1.6 0.07
H -6.2114 1.3468 -3.5259 1.1 0.2 1.5 0.11
H -6.0113 2.1084 -1.8333 0.5 -1.3 -0.7 0.14
H -5.9746 -1.0795 -2.6876 0.1 1.2 0.6 0.12
H -3.8681 2.7010 2.0485 1.7 -0.6 -0.6 0.17
H -2.2475 1.2015 3.7465 -0.7 -0.6 -1.6 0.12
H -2.0542 0.1844 2.1485 -0.9 0.7 1.1 0.06
H -3.7731 0.5095 2.8712 1.7 0.5 -0.2 0.11
H -0.2489 3.5160 0.5192 0.1 -1.6 -1.0 0.14
H 0.6413 2.6427 -0.8161 -1.5 -0.5 0.7 0.14
H 1.4833 1.7113 1.2563 -1.8 -0.2 0.0 0.09
H -0.1518 1.5805 2.1175 0.5 0.0 -1.5 0.10
H 1.1871 -0.2029 -0.1317 -1.4 0.1 0.7 0.11
H -0.7132 -0.2034 0.0953 1.8 -0.1 0.5 0.10
H -0.4902 -1.2415 2.4041 1.3 0.3 -0.8 0.12
H 0.4902 -2.1912 1.1876 0.1 1.6 1.0 0.13
H 0.7662 -0.5896 -2.2867 -1.5 0.4 -0.3 0.08
H -0.3133 -1.3878 -3.5276 0.0 1.7 1.0 0.10
H -1.1189 -0.7885 -2.0010 1.5 0.4 -0.6 0.07
H 0.9789 4.3208 -3.4864 -0.9 -0.8 -1.2 0.10
H 0.2612 4.4254 -5.1931 -0.1 -1.2 1.2 0.10
H 1.0634 2.8174 -4.5396 -1.0 1.4 0.1 0.08
C 4.4520 2.2701 3.2693 0.0 -0.2 0.1 -1.61
Br 5.4848 2.9981 4.7394 -0.2 -0.1 -0.4 0.58
Br 3.7513 3.6674 2.1192 0.1 -0.2 0.1 0.57
Br 5.4569 0.9495 2.2665 0.0 0.4 0.2 0.62
H 3.5953 1.7567 3.7045 0.2 0.1 -0.1 -0.06
C 1.1836 0.9953 7.8417 -0.1 0.0 0.0 -1.61
Br 2.8555 1.2797 6.8993 -0.2 0.0 0.2 0.57
Br 1.1244 -0.7435 8.6980 0.0 0.4 -0.1 0.59
Br 0.8113 2.4280 9.0939 0.1 -0.3 -0.2 0.58
H 0.3911 1.0102 7.0959 0.2 0.0 0.2 -0.03
C 3.9826 -5.0793 -1.0521 0.2 -0.1 0.0 -1.63
Br 3.9831 -5.8929 0.7077 0.0 0.1 -0.4 0.60
Br 4.3435 -6.3763 -2.4460 -0.1 0.3 0.3 0.58
Br 2.3440 -4.0933 -1.3893 0.1 -0.1 0.1 0.54
H 4.7972 -4.3584 -1.0693 -0.2 -0.2 0.0 -0.12
C 8.1487 -5.4359 0.3867 0.0 -0.2 0.2 -1.61
Br 9.1876 -4.7207 1.8589 -0.2 -0.1 -0.4 0.58
Br 7.4395 -4.0277 -0.7445 0.2 -0.1 0.1 0.59
Br 9.1501 -6.7434 -0.6356 -0.2 0.3 0.2 0.58
H 7.2958 -5.9553 0.8206 0.2 0.2 -0.1 -0.05



53
Properties=species:S:1:pos:R:3:forces:R:3:nbo_charge:R:1 method="wB97M-V/def2-TZVPD" molar_mass_g_mol=421.53 homo_ev=-8.340 energy_ha=-1673.93633 lumo_energy_ev=-0.76 max_force_ha_per_bohr=0.32404
C -0.5499 3.5888 3.3583 -10.2 1.0 -1.5 -0.57
H -1.0105 2.9427 4.1431 1.0 0.6 -0.3 0.22
H 0.3687 3.8714 3.4049 5.6 1.9 1.0 0.20
C -0.7340 2.8879 2.0274 -3.1 6.5 -1.4 -0.23
N -0.0209 1.8447 2.1353 11.5 -11.6 -1.6 -0.39
C -0.0819 0.5643 2.7287 0.9 0.6 -0.4 0.19
N 1.0139 -0.2934 2.6983 -2.7 5.0 -2.8 -0.38
N 1.7995 0.4518 1.7595 1.5 -0.2 1.3 -0.25
C 1.4155 1.6585 1.4986 -4.7 -5.2 5.6 0.32
C 2.1016 2.5347 0.7352 4.1 3.7 -4.5 -0.19
H 2.2310 3.5530 0.9679 -0.4 1.4 1.9 0.23
H 3.2309 2.3553 0.5152 -2.0 -0.8 0.6 0.24
O 1.3790 2.7339 -0.4616 1.9 -2.8 -4.0 -0.56
C 1.7445 1.4623 -1.4472 -8.3 3.0 2.7 0.30
C 0.5109 0.7831 -1.6578 4.0 -1.5 2.1 0.01
C 0.8699 -0.4360 -2.3436 -15.3 1.4 3.1 -0.22
C 1.9276 -0.7480 -2.8312 12.2 -3.9 -8.9 -0.18
C 3.1100 0.1121 -2.6925 1.3 -8.1 -5.3 -0.15
C 2.8639 1.1956 -2.1227 6.2 7.8 5.1 -0.14
C 4.2157 2.1214 -1.8083 -2.1 2.6 -1.5 -0.65
H 3.7340 3.2765 -1.5956 1.8 -3.2 -0.4 0.22
H 4.9836 1.7985 -1.0393 -1.5 0.2 -0.7 0.23
H 4.7582 2.1723 -2.8226 -0.8 0.1 1.6 0.22
H 4.1843 -0.1569 -3.2020 -3.0 0.7 1.4 0.22
H 2.0037 -1.4783 -3.8626 -0.2 1.3 3.6 0.21
H -0.1483 -1.1156 -2.6572 2.8 1.8 0.9 0.19
C -0.8355 1.0155 -0.8677 3.9 -3.1 -3.1 -0.63
H -0.8199 2.0036 -0.9419 -0.8 4.4 1.6 0.24
H -1.4276 0.7267 -1.6499 -2.6 -1.1 -1.6 0.22
H -0.9061 0.3304 -0.0704 -0.2 0.0 1.4 0.23
S -1.6544 0.1639 3.2034 -1.8 1.3 1.1 0.35
C -1.6197 -1.5571 3.2186 7.8 0.0 -4.6 -0.58
C -1.5408 -2.1733 1.7933 0.4 2.9 4.2 0.49
N -2.7301 -2.2030 1.3316 -0.6 -2.2 -5.1 -0.47
C -2.6759 -2.6344 -0.0201 3.4 -1.6 -4.0 0.22
C -3.8114 -2.8774 -0.9340 -4.2 4.0 10.8 -0.17
C -4.0409 -3.1182 -2.1559 9.6 -2.5 -0.8 -0.18
C -2.5429 -3.6841 -2.6457 -14.5 0.1 -8.1 -0.14
C -1.4805 -3.4123 -2.1196 9.4 0.9 2.7 -0.30
C -1.2911 -2.9742 -0.8216 -5.6 1.5 6.5 -0.13
C -0.1759 -2.9772 0.0606 9.1 2.0 -3.9 0.57
O 1.1711 -3.1066 -0.4743 -7.4 0.0 3.3 -0.67
N -0.2813 -2.3225 1.3097 -3.2 -2.7 -2.6 -0.57
H 0.5010 -2.0949 1.8925 0.8 0.2 0.1 0.48
H -0.5445 -3.5340 -2.6493 0.2 -0.5 -0.2 0.26
H -2.8956 -3.9481 -3.7349 2.4 0.0 1.9 0.22
H -4.9227 -3.3597 -2.4883 -4.4 -1.1 -2.5 0.21
H -4.9144 -2.6391 -0.1006 3.0 -0.6 -2.6 0.15
H -0.6882 -1.9299 3.6419 0.2 0.5 0.8 0.23
H -2.2966 -1.9585 3.7361 -5.9 -2.8 3.8 0.23
H -1.7286 2.5813 1.7844 -1.3 0.3 0.1 0.21
H -0.3821 3.5348 1.1135 -0.6 -1.1 1.7 0.23
H -1.3660 4.4679 3.1603 2.3 -1.2 1.4 0.20



7
Properties=species:S:1:pos:R:3:forces:R:3:nbo_charge:R:1 method="wB97M-V/def2-TZVPD" molar_mass_g_mol=70.05 homo_ev="-9.100 / -9.966" energy_ha=-261.97762 lumo_energy_ev="-0.60 / -0.83" max_force_ha_per_bohr=0.07749
C 1.6165 0.0178 -0.0274 -0.8 -1.1 1.1 0.18
C 0.2691 0.0402 0.5477 4.0 0.3 -0.3 0.07
N 2.6399 -0.3739 -0.3926 0.0 0.7 -0.1 -0.28
N -1.8211 0.0493 -0.2303 -1.9 -0.3 0.9 -0.32
O -0.5459 0.2510 -0.4275 -1.6 0.0 -0.8 -0.20
H 0.2214 -0.2047 1.6240 -1.2 0.2 -1.0 0.24
H -2.3799 0.2203 -1.0940 1.5 0.2 0.2 0.32



15
Properties=species:S:1:pos:R:3:forces:R:3:nbo_charge:R:1 method="wB97M-V/def2-TZVPD" molar_mass_g_mol=146.18 homo_ev=-8.360 energy_ha=-810.23548 lumo_energy_ev=0.20 max_force_ha_per_bohr=0.09209
C 0.3195 0.2474 -0.2025 0.8 4.3 -1.5 0.58
C 2.3645 0.9780 -0.0674 0.4 -0.8 -0.4 0.33
C -0.6283 -1.8244 0.3638 3.9 1.7 2.1 -0.42
N 1.5409 -0.1437 -0.1153 0.3 0.0 1.0 -0.58
N 0.3241 1.7791 -0.6844 -0.1 -3.8 0.5 -0.33
N -2.0935 -0.0980 -0.4809 1.7 -1.0 -0.6 -0.60
N -0.7754 -0.4232 0.0586 -1.7 -0.4 -1.5 -0.25
O 1.6773 2.0830 -0.4431 0.1 0.6 0.0 -0.34
S 3.9626 1.0676 0.3145 -0.9 -0.1 -0.2 -0.12
H -0.2700 -1.7206 1.3870 -0.2 -1.0 0.4 0.22
H -1.4584 -2.3716 0.3031 -3.7 -1.6 -0.2 0.21
H 0.1553 -2.3846 -0.1162 0.4 0.4 -0.9 0.24
H -0.1763 2.3783 -0.0606 -0.5 0.4 0.7 0.36
H -2.7550 -0.4417 0.1804 -0.4 -0.5 0.7 0.36
H -2.1873 0.8746 -0.4371 -0.1 1.9 -0.1 0.35